# 1
Density functional theory data (ωB97M-V/def2-TZVPD) for the ion C8H13N2O2S with charge +1 at a distorted geometry.

CARTESIAN COORDINATES (ANGSTROEM)
C 1.71699 -1.58813 -0.07361
H -0.56647 -0.28531 1.99342
H 1.97352 -1.42859 -1.07092
C -0.16128 1.58262 0.82736
H 1.76862 1.11061 -1.83000
H 0.53188 2.31231 1.32365
H -2.40057 -2.73426 -1.26569
C -0.99073 0.66400 1.73546
H 1.39213 2.54982 -1.05670
H -0.82323 2.14710 0.10136
H -1.90826 0.32633 1.23393
C 0.37579 -2.33190 -0.02619
C -0.74412 -0.39113 -0.98888
H 2.37461 -2.07660 0.66875
H -2.87175 -1.50797 -0.06579
C 1.50777 -0.21435 0.67993
C 1.58654 1.51829 -0.91094
H -1.92425 -2.98684 0.61446
H -1.16677 1.25578 2.73576
O 0.24314 -3.43069 0.32506
O 2.04553 0.04198 1.72283
C -2.08300 -2.23429 -0.33667
H 2.57761 1.58676 -0.35057
N -0.77958 -1.54058 -0.34798
S -1.53415 0.37167 -2.12761
N 0.71017 0.76429 -0.05602

Force components x, y, z for each atom (eV/Å):
-1.77 1.08 3.79
0.93 -0.21 0.38
1.08 0.10 -1.59
0.17 0.47 -0.69
0.25 -1.45 -2.37
-0.89 -0.67 -0.02
0.72 0.06 0.35
-0.72 1.89 1.59
-1.23 0.89 0.07
0.71 -0.43 0.99
-0.16 0.81 0.35
1.09 2.50 -0.07
0.24 1.31 -1.06
0.14 -0.30 -1.30
0.53 -0.28 -0.11
1.41 -0.77 0.00
2.64 1.03 2.48
-0.86 1.58 -2.76
-0.15 -1.38 -2.01
-0.24 -2.47 0.61
-0.97 -0.23 -1.13
-0.44 -1.52 3.18
-0.91 -0.20 -0.83
-0.27 0.11 -0.91
0.81 -0.31 1.09
-2.13 -1.62 -0.01

Values from the calculation:
Spin multiplicity: 1
Highest occupied orbital energy (hartree): -0.518
Frontier orbital gap (eV): 9.059
Total charge: +1
LUMO energy (eV): -5.0406

***

# 2
Density functional theory data (ωB97M-V/def2-TZVPD) for a cluster of 2 separate species, CH8NS2 in total at a distorted geometry.

CARTESIAN COORDINATES (ANGSTROEM)
H 1.46444 -0.68532 -2.59581
H -0.98926 0.11057 2.86561
H -1.32554 -2.44363 -0.01963
N -1.19532 0.59355 1.94506
H -2.15971 1.10579 1.95628
H 0.97611 1.00438 -2.43129
C 1.61533 0.18757 -1.94567
S 1.34017 -0.15120 -0.19442
H -1.33039 -0.18238 1.21084
S -0.52091 -1.35525 -0.45563
H 2.64874 0.48330 -2.17936
H -0.52365 1.33263 1.84404

Force components x, y, z for each atom (eV/Å):
-0.05 -0.11 0.59
-0.63 0.80 -1.09
2.36 0.14 0.60
-3.33 -0.36 1.67
1.95 -1.21 0.50
0.55 -1.04 1.26
-0.91 0.81 -2.01
-0.03 -1.15 0.15
1.23 0.92 -0.26
-2.00 1.30 -1.38
-0.03 -0.13 0.87
0.86 0.02 -0.90

Values from the calculation:
Spin multiplicity: 1
Highest occupied orbital energy (hartree): -0.476
Frontier orbital gap (eV): 7.483
Total charge: +1
LUMO energy (eV): -5.4640

***

# 3
Density functional theory data (ωB97M-V/def2-TZVPD) for a cluster of 12 separate species, C3H32NO12 in total at a distorted geometry.

CARTESIAN COORDINATES (ANGSTROEM)
O -2.60997 0.71944 -1.42559
O -3.48453 -2.08665 0.15158
H 4.11988 0.22456 1.07907
H -3.93461 -2.86645 -0.12857
C -1.42666 0.89362 1.54434
H 3.47583 0.41524 -1.37395
H -3.41936 -1.53566 -0.62547
C -0.21227 -0.66563 -0.00537
H -0.25808 -4.28378 -2.38889
H -0.16747 3.51724 0.81674
H 0.44141 -1.77266 -1.72965
H 2.09032 -0.73182 3.42584
O 3.33586 0.44393 0.51666
H 0.64897 1.10648 1.00882
H 0.13317 -1.34565 0.89874
H -1.87400 0.01926 1.92995
H -2.98635 0.97361 -2.23645
H -1.03987 -3.00893 -3.08490
H -0.11850 -3.10406 2.20622
H -2.07870 -2.76547 2.84154
O 1.54727 -0.49998 2.70170
O 2.65551 0.71797 -1.82563
O -0.29519 -3.32965 -2.40620
N 0.62556 -0.84860 -1.18963
H 1.43549 4.12362 -2.27759
H 0.02585 1.43856 2.80699
H -2.23232 1.61159 1.09810
O -0.94657 1.69149 2.62457
H -2.33977 -2.36332 1.41388
H -1.88760 1.31432 -1.15197
H 0.67025 1.28573 -3.43930
H -0.51897 1.31640 -0.43998
O -0.13441 3.84987 -0.06930
H 1.62977 -1.10192 -1.01197
O 0.30951 1.36834 -2.53456
H -1.22802 -0.89391 -0.23639
H 1.45471 3.78111 -0.77115
H 0.60251 2.32180 -2.40233
H 2.72285 1.67362 -1.58098
H 0.64005 -0.16200 -1.98748
O -1.64160 -2.62287 2.01170
O 0.85065 -3.39987 2.10401
O 1.64352 3.43836 -1.64154
H 1.21703 -3.54919 3.04014
H 2.53543 0.52502 1.01744
C -0.31018 0.79383 0.51466
H 1.09921 -1.21508 2.29885
H -0.76560 4.58819 -0.08670

Force components x, y, z for each atom (eV/Å):
0.72 -0.92 2.05
0.31 0.56 0.41
-1.53 0.33 -0.22
-0.56 -0.95 -0.24
-0.52 4.14 -0.85
-0.88 -0.02 -0.46
0.04 0.57 -0.30
0.67 -0.14 2.99
-0.21 -0.39 -0.22
-0.24 -0.36 1.12
-0.79 1.09 1.32
0.61 -0.92 0.99
2.34 -0.35 0.13
-0.88 -0.02 -0.88
-0.74 1.02 -2.59
-0.29 -1.32 0.00
-0.40 0.91 -1.55
2.51 -1.61 2.23
1.55 -0.82 -0.24
-0.32 -0.15 0.77
-0.24 2.90 -0.73
1.86 0.93 0.01
-2.33 2.08 -2.08
1.95 -3.93 -2.32
0.23 0.50 0.08
-2.34 0.27 -0.17
0.91 -1.76 0.70
2.35 -0.24 0.78
-0.57 0.20 -0.98
-0.86 -0.15 -0.87
-0.34 -0.49 0.31
0.73 0.57 1.23
-1.00 0.86 -0.13
-0.93 1.34 0.51
-0.28 1.75 -2.09
-0.45 -0.70 -0.40
-0.53 0.36 0.30
-0.19 -1.23 1.08
-0.55 -0.81 -0.55
-0.16 0.68 1.61
0.50 0.00 0.59
-0.21 0.49 2.23
1.32 -0.46 -1.41
-0.96 0.23 -2.15
-0.22 -0.26 1.09
0.83 -1.64 -1.21
-0.18 -1.90 0.03
0.28 -0.24 0.09

Values from the calculation:
Spin multiplicity: 1
Highest occupied orbital energy (hartree): -0.477
Frontier orbital gap (eV): 10.459
Total charge: +1
LUMO energy (eV): -2.5328

***

# 4
Density functional theory data (ωB97M-V/def2-TZVPD) for a cluster of 2 separate species, C5H7ClO3S in total at a distorted geometry.

CARTESIAN COORDINATES (ANGSTROEM)
S -0.78464 -1.72721 0.46550
H 1.50918 -0.86868 1.76956
O -2.02571 -1.92291 -0.21802
C 0.75802 0.64532 -1.17301
C -2.68703 0.78482 -0.64467
H -0.00208 1.30842 -1.71189
C 1.87151 -0.18623 0.93196
O -0.32791 -2.55447 1.53139
C 0.68568 0.59381 0.35784
H 1.85051 0.98979 -1.48190
H 0.64286 -0.42354 -1.56715
H 2.66660 0.58971 1.38816
C -0.57015 -0.11971 0.74118
O -2.86669 0.92214 -1.81771
Cl -3.74398 1.09138 0.62701
H 2.42079 -0.83674 0.24483
H 0.60304 1.71409 0.55692

Force components x, y, z for each atom (eV/Å):
-1.17 1.48 0.62
0.72 1.08 -0.85
-0.34 -1.25 -0.39
1.52 -0.41 -2.28
0.89 0.03 -2.96
1.01 -0.92 1.02
1.65 1.26 2.75
0.35 -1.34 0.24
-0.85 0.98 -0.90
-2.24 -0.52 0.55
0.16 1.44 0.27
-1.69 -1.88 -0.93
0.29 1.52 -1.20
0.55 -0.39 2.68
-0.76 0.16 0.84
-0.36 0.31 -0.32
0.28 -1.54 0.86

Values from the calculation:
Spin multiplicity: 1
Highest occupied orbital energy (spin up / spin down) (hartree): -0.330 / -0.336
Frontier orbital gap (spin up / spin down) (eV): 7.532 / 7.514
LUMO energy (spin up / spin down) (eV): -1.4605 / -1.6268

***

# 5
Density functional theory data (ωB97M-V/def2-TZVPD) for an isolated molecule of C5H6O2.

CARTESIAN COORDINATES (ANGSTROEM)
O -0.96428 2.24223 -0.88406
H 1.09204 -1.90304 -0.20318
C 0.34932 0.10161 0.10049
H 0.72929 1.10514 0.31622
C -1.51476 -0.53315 1.90730
H -2.26621 -0.78095 2.62488
C -0.87479 1.25184 -1.55879
H 2.21606 -0.61380 -0.69625
H 1.96938 -0.97100 1.03114
O -0.23926 0.12202 -1.21880
C 1.48011 -0.91421 0.05489
C -0.67876 -0.24081 1.09292
H -1.29814 1.13413 -2.56675

Force components x, y, z for each atom (eV/Å):
0.03 -0.44 -0.28
0.04 0.14 0.05
0.09 -0.01 0.15
-0.05 -0.14 0.00
0.33 0.12 -0.34
0.15 0.04 -0.12
-0.07 0.35 0.14
-0.11 -0.03 0.11
-0.09 0.01 -0.14
-0.06 0.08 -0.05
0.05 -0.04 0.01
-0.36 -0.11 0.38
0.04 0.04 0.10

Values from the calculation:
Spin multiplicity: 1
Highest occupied orbital energy (hartree): -0.383
Frontier orbital gap (eV): 11.379
Structure (SMILES): C#C[C@@H](C)OC=O
LUMO energy (eV): 0.9695

***

# 6
Density functional theory data (ωB97M-V/def2-TZVPD) for a structure of composition C49H52Cl3N4O9SY at a distorted geometry.

CARTESIAN COORDINATES (ANGSTROEM)
C -4.45947 4.11317 1.38988
H 10.33081 0.79105 0.25723
O 1.58758 -1.14592 0.89672
H -2.49973 3.47135 0.73657
C 4.32329 -2.15195 2.48674
H 6.47938 -0.59193 -1.26952
C -5.20565 -2.54989 -0.45888
H 0.82614 2.94899 6.44617
H 3.43643 -2.72294 4.36185
C 3.28730 1.75413 0.12920
Cl -0.58542 -0.35703 -3.53382
H -0.45053 -2.84886 4.00719
H 5.37996 -2.43636 -0.35940
C -4.96806 -4.52287 -1.81821
C 0.24940 2.60687 5.59430
C 3.12608 1.26114 2.15736
C -1.75546 1.63888 4.67838
H 7.50661 -1.31257 -0.05363
C -4.38375 2.01467 -2.32681
O 6.93956 0.66657 1.81411
C 0.02161 2.26775 3.21535
C -4.09301 0.30112 -0.63878
C -0.73674 -3.20616 1.31997
H 7.94638 3.41776 -0.02072
H 6.11437 2.69373 0.02967
H -2.70516 0.67997 -2.20859
C 5.76837 1.66626 -0.07814
H -5.83200 -1.92690 0.16993
C -3.23856 -0.89216 -0.13702
O 2.65757 -2.96714 -0.34945
H 0.24611 0.59607 -5.47461
C 5.41236 -1.55979 0.29437
H -2.05816 -2.16332 4.33544
O -2.93522 -2.35276 1.82753
C 6.85164 0.68816 0.39759
C -3.35799 3.27126 1.36703
H -4.35223 -0.91290 1.73724
C -4.45069 1.80548 2.90997
H 7.56268 -2.60609 1.66154
C -3.32118 -1.03592 1.41036
H 9.29036 1.77738 -1.88953
H -2.74951 1.24165 4.84656
H 9.25032 0.13060 1.49972
H -6.16087 3.22362 -2.17741
C -5.56275 3.81173 2.18239
O 2.93724 -0.64330 -1.04970
C -3.66064 -4.14894 -2.09828
O 0.77336 -1.68243 -1.25609
C 0.53233 1.87704 -1.44319
H 8.24725 2.66801 1.55802
C -6.04576 1.74028 -0.62686
C -5.58940 2.40458 -1.75518
C 6.64743 -2.62324 2.24394
H 6.03425 0.68304 2.18423
O -1.16081 -0.97762 2.18507
H 1.74517 3.13557 4.14910
C -3.33642 2.10830 2.13189
C -0.40725 0.93846 -4.68307
C 9.36192 0.31455 0.43003
H -6.42578 4.46790 2.19618
H -6.41494 2.38993 3.54774
H 9.37638 -0.64526 -0.08774
Y -0.06767 0.09682 -0.10010
C -3.12765 -2.98467 -1.55585
H -1.91338 -3.83303 3.75197
C -5.30494 0.69939 -0.07911
N 0.83596 2.76592 -2.12574
C -1.01844 2.06738 5.77392
C -1.24291 1.72196 3.38368
C 8.24318 1.23690 -0.08353
N 4.42152 1.22107 1.94173
C -3.89227 -2.17351 -0.72800
H -4.46318 5.00637 0.77566
H -4.00286 2.52307 -3.20554
H -4.48011 0.89276 3.49536
H 0.41376 2.35951 2.21294
C -2.37489 -0.22355 2.30621
H -3.04464 -4.76840 -2.73995
C 6.68892 -3.15833 3.52287
H 2.69616 1.01124 3.11590
Cl -1.96208 1.42166 -5.43581
C 4.34142 -2.68797 3.76931
N 4.50449 1.51857 0.61571
C 6.60323 -0.71805 -0.19121
C -1.56493 -2.35050 2.24081
C -1.49160 -2.82874 3.68168
H -2.10679 -2.68467 -1.75741
C 8.33454 1.32299 -1.61112
H -0.00073 1.78605 -4.14210
C -5.55499 2.64976 2.93954
H -1.13211 -4.22271 1.36374
H 0.31073 -3.20089 1.62030
C -3.64975 0.97605 -1.77434
H 5.55518 1.48463 -1.13048
C 8.50521 2.63628 0.49911
O -1.31037 1.48162 0.99138
H -5.69335 0.21868 0.80910
H 7.60939 -3.55347 3.93255
H -2.75441 -0.34868 3.32471
S 2.04919 -1.65528 -0.45683
H 3.38600 -1.78640 2.07886
H -1.43842 1.98522 6.77049
H 7.54277 1.94249 -2.03864
H 9.56558 2.87873 0.39190
H -0.80514 -2.84813 0.29474
C -2.04420 1.26644 2.11474
H -5.38230 -5.43366 -2.23550
C 0.76091 2.70861 4.30891
H 4.46446 -1.05755 0.11237
O -1.95800 -0.79731 -0.58343
Cl 5.56872 -3.85039 5.90116
C 5.47399 -2.09708 1.70788
H 3.08366 2.00460 -0.90108
H 8.28775 0.33852 -2.07977
H -6.76443 -3.98818 -0.76627
C -5.74031 -3.71364 -0.99309
N 2.38808 1.58190 1.07240
H -6.97269 2.04138 -0.15204
C 5.52816 -3.17903 4.27828

Force components x, y, z for each atom (eV/Å):
-0.03 -0.03 0.04
0.00 -0.01 -0.01
0.19 -0.06 -0.02
-0.02 0.00 0.02
-0.16 0.03 0.04
-0.03 -0.09 -0.03
-0.03 0.00 0.00
0.00 -0.01 -0.01
0.01 0.00 -0.01
-0.02 -0.20 -0.05
-0.13 -0.36 -0.03
-0.03 -0.01 -0.01
-0.12 0.03 -0.07
0.04 0.05 0.03
-0.02 -0.01 -0.04
-0.13 -0.23 -0.01
0.04 -0.07 0.02
0.05 0.05 -0.02
-0.03 0.01 0.02
0.41 -0.09 -0.18
-0.01 0.12 0.02
0.04 -0.01 -0.05
0.08 -0.05 -0.05
0.03 -0.03 0.02
-0.09 -0.01 0.10
-0.03 0.00 0.00
-0.11 -0.02 0.05
0.03 -0.03 -0.01
-0.18 0.05 -0.11
-0.06 0.11 0.12
0.00 0.09 -0.10
0.23 0.03 0.24
0.02 -0.02 -0.01
-0.01 -0.07 -0.07
0.23 -0.18 0.10
-0.03 -0.06 -0.06
-0.04 0.01 0.04
-0.04 0.02 0.05
-0.03 0.01 0.03
0.09 -0.02 0.11
-0.02 -0.01 0.00
0.02 0.01 0.01
-0.01 0.02 -0.05
0.01 0.00 0.00
0.08 -0.01 -0.03
-0.21 0.01 -0.11
-0.03 0.03 0.03
0.23 -0.24 -0.11
0.40 1.48 -1.27
0.01 -0.02 -0.04
0.04 -0.03 -0.01
0.05 -0.04 0.00
0.06 0.05 0.05
-0.01 0.00 -0.02
-0.06 0.15 -0.08
-0.02 -0.01 0.00
0.02 0.02 -0.04
0.04 0.08 0.02
0.02 0.04 0.00
0.01 0.00 -0.01
0.02 0.00 -0.01
0.00 0.03 0.01
-1.20 -0.70 1.44
-0.02 -0.06 -0.04
0.02 0.02 0.02
-0.06 0.00 -0.03
0.02 -0.03 -0.04
-0.01 0.00 -0.03
-0.09 -0.06 -0.02
0.08 -0.08 0.01
-0.42 0.10 -0.22
0.01 0.02 0.03
0.00 -0.01 0.00
-0.01 -0.01 0.02
-0.01 0.04 -0.01
0.00 -0.01 -0.01
0.09 -0.04 -0.12
0.00 0.00 0.00
-0.03 -0.02 0.05
0.03 0.03 -0.06
0.10 0.01 0.02
-0.01 0.02 -0.04
0.19 0.26 0.04
-0.03 -0.09 0.10
-0.10 0.19 0.03
-0.04 -0.02 0.05
-0.02 -0.01 0.01
0.07 -0.02 -0.01
-0.02 0.16 -0.04
0.03 -0.01 -0.03
0.03 -0.02 0.00
-0.03 -0.02 -0.01
0.03 0.07 0.10
-0.03 0.03 -0.01
0.01 0.01 0.02
-0.12 0.22 0.46
0.00 0.00 -0.01
0.00 0.00 0.00
-0.04 -0.10 0.08
0.44 -0.83 -0.53
0.04 0.01 0.04
0.00 0.00 -0.02
0.03 0.00 0.02
-0.01 0.01 -0.01
-0.02 0.00 0.03
0.09 0.22 0.14
0.00 0.01 -0.01
-0.05 0.00 0.01
0.27 0.00 0.11
0.07 -0.12 -0.03
0.01 0.02 -0.04
0.21 0.02 -0.07
0.00 -0.04 0.08
-0.01 0.03 0.02
-0.01 0.00 0.00
0.04 0.01 -0.02
-0.38 0.27 0.15
0.01 0.00 0.00
0.06 -0.01 -0.05

Values from the calculation:
Spin multiplicity: 1
Highest occupied orbital energy (hartree): -0.140
Frontier orbital gap (eV): 7.616
Total charge: -2
LUMO energy (eV): 3.8107

***

Values of ΔE to the lowest compared entry with this formula, charge and spin, in order: 2.295 2.281 1.323 3.969 1.834 0.427, all in eV.
Values of E, in order: -26407.783 -24318.559 -29683.587 -34791.689 -9375.262 -125499.671, all in eV.